A molecular structure, C4H5NO2. Source: the Open Molecules 2025 dataset; level of theory: ωB97M-V/def2-TZVPD.

```
12
Properties=species:S:1:pos:R:3:forces:R:3:mulliken_charge:R:1
C -2.066 0.405 0.129 0.123 -0.235 0.027 -1.013
C -0.560 0.202 0.021 -0.171 -0.125 0.002 0.995
C -0.007 -0.985 -0.354 -0.712 -0.167 -0.090 -0.625
O 1.362 -0.963 -0.351 -0.466 0.534 0.251 -0.239
C 1.852 0.161 0.028 -1.420 0.126 0.004 0.269
O 3.205 -0.043 0.010 -0.985 1.041 0.260 -0.418
N 0.224 1.215 0.339 3.982 -1.233 -0.313 -0.572
H -2.404 1.227 0.772 0.559 -0.116 -0.194 0.334
H -2.512 0.539 -0.863 0.109 -0.099 0.225 0.246
H -2.417 -0.520 0.586 -0.391 0.036 -0.176 0.285
H -0.449 -1.924 -0.603 -0.114 -0.171 -0.086 0.376
H 3.771 0.685 0.286 -0.513 0.408 0.090 0.361
```
Positions in Å, forces in eV/Å.

Values from the calculation:
Highest occupied orbital energy ... -7.6 eV

C4H5NO2 in the gas phase. Source: the Open Molecules 2025 dataset; level of theory: ωB97M-V/def2-TZVPD.

```
12
Properties=species:S:1:pos:R:3:forces:R:3:mulliken_charge:R:1
C -1.775 1.302 -1.187 -0.834 -0.642 -1.573 -0.619
C -0.618 0.667 -1.174 2.651 1.013 -0.142 -0.382
C -0.037 0.067 0.040 2.004 -1.437 -1.597 0.718
C 1.531 -1.198 1.131 0.771 1.633 -0.346 -0.043
H -2.224 1.756 -2.099 0.727 -0.170 0.854 0.271
H -2.439 1.106 -0.379 -0.480 0.317 0.704 0.303
H 0.216 0.768 -1.933 -1.519 -0.180 0.462 0.259
H 2.432 -0.676 1.596 -0.890 -0.453 -0.772 0.169
H 1.802 -2.283 1.037 -0.940 0.747 -0.004 0.203
N -0.488 -0.041 1.191 -0.619 -0.391 1.758 -0.300
O 0.401 -0.868 1.927 -0.326 -0.383 0.243 -0.233
O 1.198 -0.599 -0.151 -0.544 -0.053 0.413 -0.347
```
Positions in Å, forces in eV/Å.

Values from the calculation:
Highest occupied orbital energy ... -9.1 eV
SMILES string ... C=CC1=NOCO1

C4H5NO2 in the gas phase. Source: the Open Molecules 2025 dataset; level of theory: ωB97M-V/def2-TZVPD.

```
12
Properties=species:S:1:pos:R:3:forces:R:3:mulliken_charge:R:1
C 0.136 1.351 1.649 -0.008 0.032 0.344 -0.619
O 0.143 1.179 0.238 0.063 0.072 -0.015 -0.362
C 0.082 -0.073 -0.205 0.568 -0.142 0.210 0.614
N -0.008 -1.149 0.526 0.158 0.427 -0.003 -0.317
O -0.113 -2.207 -0.358 -0.424 -0.024 -0.420 -0.132
C -0.023 -1.763 -1.655 -0.482 0.909 0.590 -0.278
C 0.127 -0.405 -1.584 0.974 0.807 0.301 -0.333
H -0.774 0.927 2.083 0.099 0.041 -0.029 0.288
H 1.008 0.865 2.098 -0.109 0.048 -0.043 0.298
H 0.173 2.428 1.818 -0.015 -0.196 -0.008 0.221
H -0.959 -1.400 -2.169 -0.663 -2.078 -1.063 0.221
H 0.207 0.247 -2.441 -0.161 0.103 0.135 0.399
```
Positions in Å, forces in eV/Å.

Values from the calculation:
Highest occupied orbital energy ... -9.8 eV
SMILES string ... COc1ccon1

C4H5NO2 in the gas phase. Source: the Open Molecules 2025 dataset; level of theory: ωB97M-V/def2-TZVPD.

```
12
Properties=species:S:1:pos:R:3:forces:R:3:mulliken_charge:R:1
C 0.447 0.723 0.289 -0.203 0.581 -1.904 -0.174
C 1.119 1.250 1.323 -1.268 -2.685 -1.972 -0.453
C 0.747 -0.903 1.831 -0.917 -1.865 -1.494 -0.259
C -1.091 -0.835 -1.430 -2.049 2.764 2.575 -0.686
N 0.227 -0.619 0.572 0.476 1.808 0.776 0.443
O -0.564 -1.433 -0.234 0.090 -0.937 0.109 -0.315
O 1.352 0.222 2.199 -0.228 1.004 0.475 -0.195
H 0.237 1.147 -0.732 0.124 -0.281 1.721 0.263
H 1.436 2.220 1.349 1.236 2.051 0.987 0.460
H -0.398 -0.275 -1.971 1.653 0.190 -1.194 0.293
H -1.655 -1.507 -2.030 0.122 -1.184 -0.053 0.308
H -1.856 0.010 -1.166 0.965 -1.447 -0.026 0.316
```
Positions in Å, forces in eV/Å.

Values from the calculation:
Highest occupied orbital energy ... -9.1 eV

A molecular structure, C4H5NO2. Source: the Open Molecules 2025 dataset; level of theory: ωB97M-V/def2-TZVPD.

```
12
Properties=species:S:1:pos:R:3:forces:R:3:mulliken_charge:R:1
C -1.489 -1.083 -0.513 -1.581 -0.045 -4.948 0.077
C -0.129 0.521 0.955 2.940 0.282 3.722 -0.457
C 1.335 0.666 0.397 -1.181 2.277 -3.973 -0.506
C 0.382 0.235 -0.944 8.630 -2.760 -6.966 0.351
H -1.992 -1.560 0.362 0.751 0.492 -0.264 0.336
H -0.498 1.486 1.240 -0.219 0.117 1.136 0.339
H 0.083 -0.253 1.747 -1.722 0.624 -0.558 0.297
H 1.842 1.735 0.311 -1.343 -2.288 0.353 0.230
H 2.115 -0.104 0.469 -0.658 0.097 0.520 0.268
N -0.732 0.193 -0.273 -4.275 -4.004 -0.138 0.073
O -1.685 -1.504 -1.691 1.001 1.769 5.568 -0.432
O 0.769 -0.332 -2.060 -2.343 3.437 5.549 -0.576
```
Positions in Å, forces in eV/Å.

Values from the calculation:
Highest occupied orbital energy ... -9.5 eV

C4H5NO2 in the gas phase. Source: the Open Molecules 2025 dataset; level of theory: ωB97M-V/def2-TZVPD.

```
12
Properties=species:S:1:pos:R:3:forces:R:3:mulliken_charge:R:1
C 0.492 1.902 -0.506 -2.599 -0.319 -0.616 0.164
C 1.278 3.164 -0.951 -0.633 -2.159 0.263 0.591
C -0.571 -0.324 0.323 1.705 -0.007 -1.414 -1.097
C 0.570 0.384 -0.378 3.419 1.199 -0.452 -0.307
N -0.601 2.623 -0.455 1.867 -1.306 0.178 -0.297
O 2.347 3.381 -1.378 0.111 0.925 -0.009 -0.458
O 0.102 3.857 -0.801 0.387 1.323 -0.252 -0.203
H -0.982 0.405 0.897 -1.430 1.510 2.644 0.367
H -0.091 -1.131 0.818 -0.443 -0.877 0.797 0.324
H -1.347 -0.602 -0.366 -0.057 -0.488 -0.427 0.318
H 0.670 -0.141 -1.315 0.114 0.600 -1.014 0.305
H 1.705 0.283 -0.035 -2.443 -0.402 0.303 0.293
```
Positions in Å, forces in eV/Å.

Values from the calculation:
Highest occupied orbital energy ... -10.6 eV
SMILES string ... CCC1=NOC1=O

C4H5NO2 in the gas phase. Source: the Open Molecules 2025 dataset; level of theory: ωB97M-V/def2-TZVPD.

```
12
Properties=species:S:1:pos:R:3:forces:R:3:mulliken_charge:R:1
C -0.693 -1.476 -0.007 4.094 3.774 -0.017 -0.524
C 0.787 -0.770 0.026 1.016 -1.198 -0.321 0.413
C -1.371 -0.155 0.070 -0.413 0.429 -0.091 -0.269
C -0.455 1.146 -0.139 0.010 -1.130 -0.946 -0.583
N 0.923 0.583 -0.003 0.602 0.756 -0.095 0.390
O 2.016 1.464 0.035 -3.703 -3.659 -0.039 -0.571
O 1.951 -1.512 -0.013 -0.539 4.187 0.268 -0.442
H -2.352 -0.234 -0.489 0.780 0.811 1.326 0.376
H -1.325 -0.033 1.175 -1.487 -0.766 0.051 0.265
H -0.605 1.413 -1.206 0.307 0.457 0.771 0.282
H -0.636 1.978 0.589 0.272 -0.771 -0.887 0.333
H 1.759 -2.405 -0.039 -0.939 -2.891 -0.021 0.330
```
Positions in Å, forces in eV/Å.

Values from the calculation:
Highest occupied orbital energy (alpha / beta) ... -8.9 / -8.9 eV

A molecular structure, C4H5NO2. Source: the Open Molecules 2025 dataset; level of theory: ωB97M-V/def2-TZVPD.

```
12
Properties=species:S:1:pos:R:3:forces:R:3:mulliken_charge:R:1
O -0.492 -1.400 0.561 1.220 -0.121 0.049 -0.389
C -1.202 -0.350 0.073 0.557 1.692 1.118 -0.508
C -0.388 0.303 -0.960 -0.109 0.265 -0.742 0.048
C -0.046 0.973 0.339 -3.514 -1.397 0.812 -0.659
N 1.075 0.236 0.935 0.207 1.993 -1.372 -0.528
C 0.865 -0.968 0.179 -0.404 -0.523 -0.110 0.314
O 0.673 -0.592 -1.179 0.122 0.040 -0.211 -0.438
H -2.188 -0.139 0.458 0.023 -0.242 -0.340 0.431
H -0.757 0.817 -1.829 0.008 -0.015 -0.239 0.436
H 1.365 1.124 0.251 2.028 -2.418 1.312 0.358
H -0.467 1.793 0.884 -0.067 0.381 -0.289 0.518
H 1.563 -1.796 0.288 -0.072 0.344 0.012 0.417
```
Positions in Å, forces in eV/Å.

Values from the calculation:
Highest occupied orbital energy ... -8.3 eV

C4H5NO2 in the gas phase. Source: the Open Molecules 2025 dataset; level of theory: ωB97M-V/def2-TZVPD.

```
12
Properties=species:S:1:pos:R:3:forces:R:3:mulliken_charge:R:1
C 1.413 0.725 -0.598 -0.646 -1.354 -0.691 0.124
C -1.912 -0.154 0.071 1.535 0.175 -0.891 -0.235
C -0.998 -1.203 0.558 -0.406 -2.085 0.952 -0.529
C -0.178 -2.051 0.848 -1.770 1.512 -0.027 0.121
H 1.160 0.417 -1.648 1.109 0.353 0.169 0.321
H 0.128 0.889 0.992 0.004 0.237 -0.525 0.294
H -2.708 -0.461 -0.647 0.767 -0.125 0.569 0.260
H -2.363 0.553 0.773 0.100 -0.600 0.546 0.222
H 0.429 -2.773 1.322 0.422 -0.273 -0.138 0.427
N 0.202 0.913 -0.029 -0.521 0.743 1.720 -0.159
O 2.477 0.771 -0.011 -0.749 0.303 -0.585 -0.561
O -0.979 0.615 -0.722 0.156 1.113 -1.097 -0.285
```
Positions in Å, forces in eV/Å.

Values from the calculation:
Highest occupied orbital energy ... -9.5 eV
SMILES string ... C#CCONC=O

C4H5NO2 in the gas phase. Source: the Open Molecules 2025 dataset; level of theory: ωB97M-V/def2-TZVPD.

```
12
Properties=species:S:1:pos:R:3:forces:R:3:mulliken_charge:R:1
O 1.534 0.920 -0.964 0.057 -0.303 0.393 -0.446
C 1.782 0.081 -0.136 0.045 0.396 -0.396 0.097
C 0.762 -0.874 0.507 0.030 -0.308 0.175 0.427
O 1.243 -1.827 1.069 -0.293 0.445 -0.236 -0.477
N -0.634 -0.677 0.433 0.201 -0.265 0.118 -0.288
C -1.236 -0.083 -0.776 -0.097 0.025 -0.300 -0.269
C -1.189 0.685 0.478 -0.059 0.282 0.044 -0.286
H 2.811 -0.123 0.208 -0.039 -0.024 0.029 0.365
H -2.150 -0.585 -1.081 0.120 0.077 0.092 0.222
H -0.583 0.246 -1.578 -0.103 -0.107 0.184 0.216
H -0.507 1.531 0.510 -0.042 -0.169 0.005 0.210
H -2.071 0.771 1.108 0.180 -0.051 -0.108 0.230
```
Positions in Å, forces in eV/Å.

Values from the calculation:
Highest occupied orbital energy ... -9.7 eV
SMILES string ... O=CC(=O)N1CC1

Going through the records in order, we get energy above the lowest of the compared OMol25 structures with the same formula, charge and spin values of 109.84; 78.32; 109.92; 122.65; 78.59; 82.57; 169.31; 107.70; 111.29; 54.42 kcal per mole.